[1]
ORCA calculation (ωB97M-V with the def2-TZVPD basis set) on the molecule C5H7N.

Values from the calculation:
LUMO level (spin up / spin down) = -0.45 / 0.10 eV
Charge = 0
Energy above the lowest of the compared OMol25 structures with the same formula, charge and spin = 143.9 kcal per mole
F_max = 1.1 eV/A
Highest occupied orbital energy (spin up / spin down) = -0.2814 / -0.3109 Ha
Kohn-Sham gap (spin up / spin down) = 7.21 / 8.56 eV

Atoms and positions in Å:
C (0.77225, 0.68926, -1.11982)
C (0.68721, -0.55108, -0.29233)
N (1.57396, -0.75009, 0.70212)
C (0.07087, -0.80870, 1.02260)
C (-0.82369, 0.25904, 1.25646)
C (-1.81516, 0.36246, 0.37675)
H (1.20193, 1.49467, -0.49592)
H (1.43670, 0.51779, -1.96885)
H (-0.19513, 1.03774, -1.48103)
H (-1.64076, -0.30227, -0.51037)
H (2.14695, 0.06780, 0.92408)
H (-0.18335, -1.78069, 1.42118)
H (-2.70603, 0.98705, 0.44136)



[2]
ORCA calculation (ωB97M-V with the def2-TZVPD basis set) on the molecule C5H7N.

Values from the calculation:
LUMO level = 1.16 eV
Charge = 0
Energy above the lowest of the compared OMol25 structures with the same formula, charge and spin = 57.9 kcal per mole
SMILES string = C#CC/N=C/C
F_max = 0.5 eV/A
Highest occupied orbital energy = -0.3614 Ha
Kohn-Sham gap = 11.00 eV

Atoms and positions in Å:
C (1.92239, 0.91527, 0.96167)
C (1.10056, 0.01735, 0.09088)
N (0.03790, -0.51776, 0.52266)
C (-0.79654, -1.20863, -0.45177)
C (-2.00163, -0.38990, -0.64733)
C (-2.93786, 0.35958, -0.74701)
H (1.41244, 1.05175, 1.91774)
H (2.92966, 0.52116, 1.13314)
H (2.03025, 1.88968, 0.47048)
H (1.43353, -0.11199, -0.95298)
H (-1.07674, -2.19204, -0.05738)
H (-0.29071, -1.36700, -1.41990)
H (-3.76325, 1.03253, -0.82021)



[3]
ORCA calculation (ωB97M-V with the def2-TZVPD basis set) on a structure of composition C5H7N.

Values from the calculation:
LUMO level = 0.30 eV
Charge = 0
Energy above the lowest of the compared OMol25 structures with the same formula, charge and spin = 90.4 kcal per mole
F_max = 2.1 eV/A
Highest occupied orbital energy = -0.2958 Ha
Kohn-Sham gap = 8.35 eV

Atoms and positions in Å:
C (-1.24065, 0.75039, 0.44841)
C (0.44984, 0.12617, -1.14412)
C (0.29539, 0.75753, 0.22604)
C (0.76051, -0.51584, 0.92446)
N (0.19134, -1.58629, 0.48039)
C (0.35303, -1.19001, -0.90510)
H (-1.74087, 1.40214, -0.28698)
H (-1.59738, 1.00802, 1.44865)
H (0.67835, 0.61298, -2.07417)
H (0.87024, 1.66235, 0.46297)
H (1.65164, -0.62389, 1.52876)
H (-1.38458, -0.37163, 0.36050)
H (0.70736, -2.02739, -1.48023)



[4]
ORCA calculation (ωB97M-V with the def2-TZVPD basis set) on the molecule C5H7N.

Values from the calculation:
LUMO level = 0.93 eV
Charge = 0
Energy above the lowest of the compared OMol25 structures with the same formula, charge and spin = 101.0 kcal per mole
SMILES string = C#C[C@@H]1CN1C
F_max = 2.6 eV/A
Highest occupied orbital energy = -0.3428 Ha
Kohn-Sham gap = 10.26 eV

Atoms and positions in Å:
C (1.81350, -0.05303, 0.55330)
N (0.38157, -0.22282, 0.65930)
C (-0.25626, -1.12059, -0.26845)
C (-0.38196, 0.35557, -0.41406)
C (-1.38142, 1.26863, 0.00117)
C (-2.57442, 1.16775, -0.01522)
H (2.08215, 0.92802, 0.95965)
H (2.18646, -0.11627, -0.48574)
H (2.30806, -0.82380, 1.15131)
H (0.35755, -1.60025, -1.03606)
H (-1.06094, -1.72746, 0.13304)
H (0.13048, 0.79612, -1.26166)
H (-3.60477, 1.14815, 0.02343)



[5]
ORCA calculation (ωB97M-V with the def2-TZVPD basis set) on a cluster of 2 separate species, C5H7N in total.

Values from the calculation:
LUMO level (spin up / spin down) = -0.73 / 0.17 eV
Charge = 0
Energy above the lowest of the compared OMol25 structures with the same formula, charge and spin = 193.0 kcal per mole
F_max = 3.8 eV/A
Highest occupied orbital energy (spin up / spin down) = -0.3215 / -0.3089 Ha
Kohn-Sham gap (spin up / spin down) = 8.01 / 8.58 eV

Atoms and positions in Å:
C (1.65873, -0.57341, 0.46916)
C (1.15463, 0.84370, -0.00496)
C (0.96061, -0.16365, -1.06411)
C (0.01487, 1.58973, 0.68323)
C (-1.71794, -1.79929, -0.41077)
N (1.77435, -1.17069, -0.67485)
H (2.09372, 1.42658, -0.17400)
H (-0.70115, 1.54102, -0.07988)
H (0.33888, 2.61313, 0.83004)
H (-0.27160, 0.92684, 1.62409)
H (-2.25350, -1.94790, -1.24101)
H (-2.19231, -0.98085, 0.11286)
H (-0.85930, -2.30520, -0.06981)



[6]
ORCA calculation (ωB97M-V with the def2-TZVPD basis set) on a structure of composition C5H7N.

Values from the calculation:
LUMO level = 0.83 eV
Charge = 0
Energy above the lowest of the compared OMol25 structures with the same formula, charge and spin = 134.9 kcal per mole
F_max = 18.4 eV/A
Highest occupied orbital energy = -0.3784 Ha
Kohn-Sham gap = 11.13 eV

Atoms and positions in Å:
C (1.23374, 1.18219, 0.82567)
C (-0.19377, 0.33669, 0.68606)
C (0.10876, -1.01159, 0.03475)
C (-0.61854, -1.39027, -0.97762)
C (-1.80218, -0.57688, -1.53110)
H (2.23500, 0.94552, 1.10274)
H (1.13593, 1.98391, 1.42597)
H (1.53789, 1.31807, 0.05412)
H (-0.46715, 0.18792, 1.82380)
H (-0.85427, 1.04191, -0.06304)
H (0.79776, -1.66939, 0.49248)
H (-0.50004, -2.36954, -1.92971)
N (-2.61312, 0.02147, -1.94412)



[7]
ORCA calculation (ωB97M-V with the def2-TZVPD basis set) on the molecule C5H7N.

Values from the calculation:
LUMO level = 1.06 eV
Charge = 0
Energy above the lowest of the compared OMol25 structures with the same formula, charge and spin = 0.2 kcal per mole
SMILES string = Cc1ccc[nH]1
F_max = 0.3 eV/A
Highest occupied orbital energy = -0.2930 Ha
Kohn-Sham gap = 9.03 eV

Atoms and positions in Å:
C (1.93058, -0.01951, -0.08944)
C (0.44248, 0.06803, 0.00886)
C (-0.39660, 1.15491, 0.06341)
C (-1.73559, 0.66911, 0.08127)
C (-1.67096, -0.69866, 0.04392)
N (-0.34431, -1.05963, -0.00125)
H (2.33097, -0.81942, 0.54531)
H (2.25008, -0.21659, -1.12063)
H (2.38186, 0.92283, 0.23447)
H (-0.08189, 2.19178, 0.08793)
H (-2.64248, 1.25907, 0.11202)
H (-2.45471, -1.44246, 0.05102)
H (-0.00944, -2.00948, -0.01687)



[8]
ORCA calculation (ωB97M-V with the def2-TZVPD basis set) on the molecule C5H7N.

Values from the calculation:
LUMO level = 1.08 eV
Charge = 0
Energy above the lowest of the compared OMol25 structures with the same formula, charge and spin = 51.7 kcal per mole
SMILES string = C=C=NCC=C
F_max = 0.8 eV/A
Highest occupied orbital energy = -0.3227 Ha
Kohn-Sham gap = 9.86 eV

Atoms and positions in Å:
N (0.74771, -0.82048, 1.09958)
C (1.45432, -0.29325, 0.25459)
C (2.27893, 0.22137, -0.62741)
C (-1.31513, 0.41171, 0.28739)
C (-0.70468, -0.62418, 1.20221)
C (-1.29833, 0.33258, -1.03965)
H (2.46046, -0.28945, -1.56604)
H (2.77566, 1.16425, -0.43208)
H (-1.76641, 1.28043, 0.76446)
H (-0.90704, -0.37805, 2.24886)
H (-1.15319, -1.60918, 1.02858)
H (-0.84782, -0.51107, -1.55942)
H (-1.72449, 1.11532, -1.66107)



[9]
ORCA calculation (ωB97M-V with the def2-TZVPD basis set) on the molecule C5H7N.

Values from the calculation:
LUMO level = 1.14 eV
Charge = 0
Energy above the lowest of the compared OMol25 structures with the same formula, charge and spin = 59.4 kcal per mole
SMILES string = C1=C[C@@H]2N[C@@H]2C1
F_max = 2.5 eV/A
Highest occupied orbital energy = -0.3176 Ha
Kohn-Sham gap = 9.79 eV

Atoms and positions in Å:
C (0.67172, -1.19120, -0.11523)
C (1.41004, 0.09212, 0.26621)
C (0.71995, 1.22482, -0.08066)
C (-0.65285, 0.75594, -0.38037)
C (-0.70547, -0.69201, -0.39656)
H (0.75475, -1.95905, 0.69653)
H (1.25500, -1.69029, -0.97398)
H (2.29381, 0.11557, 0.95866)
H (0.95628, 2.31369, -0.28096)
H (-1.29693, 1.49603, -0.85408)
H (-2.35496, -0.07636, 0.74473)
H (-1.21984, -1.14856, -1.24778)
N (-1.29265, -0.02700, 0.74238)



[10]
ORCA calculation (ωB97M-V with the def2-TZVPD basis set) on the molecule C5H7N.

Values from the calculation:
LUMO level = 1.12 eV
Charge = 0
Energy above the lowest of the compared OMol25 structures with the same formula, charge and spin = 137.4 kcal per mole
F_max = 11.1 eV/A
Highest occupied orbital energy = -0.3145 Ha
Kohn-Sham gap = 9.68 eV

Atoms and positions in Å:
C (0.07956, -1.17730, 0.09384)
C (-0.66949, 0.08654, 0.88239)
C (0.89994, 0.05295, -0.09144)
C (0.13522, 0.61093, -1.26292)
C (-1.02374, 0.84064, -0.52876)
H (-0.41856, -1.88856, -0.65500)
H (0.35852, -2.02888, 0.92027)
H (-1.32620, 0.18595, 1.56229)
H (1.14084, 0.63587, 1.80735)
H (1.87021, -0.23751, -0.41163)
H (0.22547, 0.93500, -2.31320)
H (-1.86873, 1.17601, -0.93998)
N (0.59695, 0.80837, 0.93678)